Entry 1:
{
  "formula": "C3H12N2O3",
  "method": "ωB97M-V with the def2-TZVPD basis set",
  "elements": ["C", "C", "N", "C", "N", "O", "H", "H", "H", "H", "H", "H", "H", "H", "O", "H", "H", "O", "H", "H"],
  "coordinates": [[-1.685, 0.027, 1.653], [-1.210, -1.395, 1.335], [-0.589, -1.418, 0.026], [0.755, -1.073, -0.103], [1.267, -0.369, 0.990], [1.485, -1.481, -1.103], [-1.753, 0.622, 0.661], [-0.956, 0.673, 2.013], [-2.586, 0.048, 2.229], [-0.476, -1.898, 2.119], [-1.978, -2.088, 1.304], [-1.083, -1.694, -0.824], [2.133, 0.059, 0.688], [0.559, 0.114, 1.501], [0.313, 2.611, -1.347], [0.959, 3.037, -1.937], [0.426, 3.198, -0.485], [1.349, 0.248, -3.238], [1.518, -0.307, -2.513], [1.553, 1.087, -2.969]],
  "gap_ev": 9.91,
  "smiles": "CCNC(N)=O.O.O"
}

***

Entry 2:
{
  "formula": "C3H12N2O3",
  "method": "ωB97M-V with the def2-TZVPD basis set",
  "elements": ["N", "C", "C", "C", "N", "O", "H", "H", "H", "H", "H", "H", "H", "H", "O", "H", "H", "O", "H", "H"],
  "coordinates": [[-1.569, -0.553, 1.399], [-0.958, -0.056, 0.231], [-1.094, 1.404, 0.039], [-0.297, 1.777, -1.190], [0.916, 1.086, -1.456], [-0.735, 2.558, -2.075], [-2.558, -0.326, 1.317], [-1.330, -0.366, 2.372], [0.235, -0.342, 0.224], [-1.421, -0.500, -0.645], [-0.658, 2.154, 0.836], [-2.178, 1.704, 0.058], [1.219, 1.231, -2.371], [1.556, 0.327, -0.916], [1.212, -2.007, 1.301], [0.666, -2.764, 1.297], [0.677, -1.302, 1.612], [1.949, -1.099, -0.964], [1.529, -1.705, -0.369], [2.838, -1.221, -0.702]],
  "gap_ev": 9.25,
  "smiles": "NCCC(N)=O.O.O"
}

***

Entry 3:
{
  "formula": "C3H12N2O3",
  "method": "ωB97M-V with the def2-TZVPD basis set",
  "elements": ["C", "N", "C", "C", "N", "O", "H", "H", "H", "H", "H", "H", "H", "H", "H", "H", "O", "H", "H", "O"],
  "coordinates": [[-1.211, 0.826, 0.174], [0.109, 1.295, 0.113], [0.802, 0.998, -1.129], [0.789, -0.523, -1.413], [2.033, -1.003, -2.081], [-1.987, 1.575, 0.719], [-1.472, -0.193, -0.200], [0.265, 2.202, 0.545], [1.827, 1.367, -1.023], [0.305, 1.520, -1.986], [0.813, -1.063, -0.426], [-0.164, -0.726, -1.916], [1.833, -1.861, -2.600], [2.456, -0.328, -2.695], [-0.725, -1.717, 1.546], [-1.485, -2.876, 0.845], [-1.456, -1.914, 0.936], [0.300, 0.215, 1.699], [1.146, -0.101, 3.043], [0.639, -0.452, 2.302]],
  "gap_ev": [8.72, 4.09],
  "total_charge": 1,
  "spin_multiplicity": 2
}

***

Entry 4:
{
  "formula": "C3H12N2OS",
  "method": "ωB97M-V with the def2-TZVPD basis set",
  "elements": ["N", "C", "C", "S", "C", "N", "H", "H", "H", "H", "H", "H", "H", "H", "H", "H", "H", "H", "O"],
  "coordinates": [[-1.458, 1.123, -0.495], [-0.396, 0.880, 0.545], [-1.130, 0.219, 1.695], [-0.210, -1.190, 2.570], [0.782, 0.228, -0.165], [1.619, 1.286, -0.790], [-1.749, 0.229, -0.867], [1.007, -1.122, 2.017], [-1.013, 1.673, -1.219], [-0.131, 1.910, 0.736], [-2.049, -0.227, 1.326], [-1.395, 0.740, 2.616], [1.430, -0.413, 0.408], [0.446, -0.368, -1.005], [1.654, 2.064, -0.148], [2.573, 0.953, -0.884], [0.653, -2.470, -1.729], [-0.632, -3.097, -2.173], [0.000, -2.418, -2.438]],
  "gap_ev": [2.40, 9.11],
  "total_charge": -1,
  "spin_multiplicity": 2
}

***

Entry 5:
{
  "formula": "C3H12N2OS",
  "method": "ωB97M-V with the def2-TZVPD basis set",
  "elements": ["N", "C", "C", "N", "C", "S", "H", "H", "H", "H", "H", "H", "H", "H", "H", "H", "O", "H", "H"],
  "coordinates": [[-1.538, 0.586, -0.776], [-0.729, -0.503, -1.194], [0.727, -0.523, -0.574], [1.221, 0.881, -0.693], [0.656, -1.060, 0.844], [1.668, -2.529, 1.190], [-1.252, 1.489, -1.098], [-1.985, 0.456, 0.111], [-0.585, -0.608, -2.269], [-1.220, -1.424, -0.872], [1.258, -1.109, -1.307], [1.098, 1.245, 0.246], [2.219, 0.879, -0.878], [-0.354, -1.410, 1.060], [0.917, -0.378, 1.653], [1.535, -3.133, 0.021], [-1.604, 2.309, 1.722], [-1.330, 2.864, 0.970], [-0.703, 1.970, 1.845]],
  "gap_ev": 9.21,
  "smiles": "NC[C@@H](N)CS.O"
}

***

Entry 6:
{
  "formula": "C3H12N2OS",
  "method": "ωB97M-V with the def2-TZVPD basis set",
  "elements": ["N", "C", "C", "N", "C", "S", "H", "H", "H", "H", "H", "H", "H", "H", "H", "H", "O", "H", "H"],
  "coordinates": [[1.527, -1.170, -0.067], [0.376, -0.650, -0.791], [-0.782, -0.253, 0.093], [-0.444, 0.907, 0.871], [-2.066, -0.142, -0.758], [-3.367, 0.740, 0.110], [1.510, -2.145, 0.173], [2.345, -0.869, -0.563], [0.108, -1.258, -1.662], [0.651, 0.322, -1.235], [-1.011, -1.056, 0.831], [0.522, 1.086, 1.026], [-1.185, 1.227, 1.459], [-2.407, -1.147, -0.974], [-1.816, 0.372, -1.692], [-4.305, -0.204, 0.041], [3.051, 1.328, 1.153], [3.410, 1.899, 0.460], [3.882, 1.014, 1.526]],
  "gap_ev": 8.90,
  "smiles": "NC[C@@H](N)CS.O"
}

***

Entry 7:
{
  "formula": "C3H12N2P2",
  "method": "ωB97M-V with the def2-TZVPD basis set",
  "elements": ["C", "C", "C", "N", "N", "P", "P", "H", "H", "H", "H", "H", "H", "H", "H", "H", "H", "H", "H"],
  "coordinates": [[-2.861, 1.047, -0.247], [2.580, 0.048, -0.057], [0.398, -1.557, 0.965], [0.204, 1.424, 0.495], [0.314, -0.244, -1.531], [-2.959, -0.731, -0.661], [0.750, 0.012, 0.100], [-3.623, 1.359, 0.601], [-2.956, 1.675, -1.061], [-1.811, 1.108, 0.299], [2.811, 1.070, -0.351], [3.052, -0.315, 0.754], [3.025, -0.603, -0.858], [-0.576, -1.887, 0.984], [1.027, -2.274, 0.689], [0.510, -1.472, 1.974], [-0.188, 0.571, -1.837], [-0.206, -1.058, -1.590], [0.509, 1.825, 1.331]],
  "gap_ev": [6.99, 7.00]
}

***

Entry 8:
{
  "formula": "C3H12N2S",
  "method": "ωB97M-V with the def2-TZVPD basis set",
  "elements": ["C", "S", "C", "H", "H", "H", "H", "H", "H", "N", "C", "N", "H", "H", "H", "H", "H", "H"],
  "coordinates": [[-0.200, -3.080, -2.996], [0.209, -2.087, -1.534], [1.992, -1.893, -1.866], [-1.293, -3.081, -2.994], [0.037, -4.123, -2.876], [0.228, -2.690, -3.912], [2.477, -2.831, -2.048], [2.118, -1.240, -2.714], [2.432, -1.531, -0.932], [0.139, 3.170, 1.992], [-0.556, 2.071, 2.588], [-2.010, 2.085, 2.608], [-0.454, 3.623, 1.304], [0.357, 3.910, 2.647], [-0.281, 1.100, 2.163], [-0.288, 1.898, 3.636], [-2.476, 2.712, 3.238], [-2.431, 1.989, 1.698]],
  "gap_ev": 9.50,
  "smiles": "CSC.NCN"
}

***

Entry 9:
{
  "formula": "C3H12N3O",
  "method": "ωB97M-V with the def2-TZVPD basis set",
  "elements": ["C", "O", "H", "H", "H", "H", "C", "C", "N", "N", "N", "H", "H", "H", "H", "H", "H", "H", "H"],
  "coordinates": [[-0.161, -2.889, -0.050], [0.193, -2.122, 1.135], [-0.309, -2.511, 1.855], [-1.236, -2.870, -0.197], [0.099, -3.925, 0.116], [0.358, -2.407, -0.870], [-1.574, 0.930, -0.620], [0.704, 1.364, 0.082], [-0.366, 0.585, 0.122], [0.677, 2.519, -0.585], [1.837, 0.922, 0.626], [-0.443, -0.217, 0.735], [-1.350, 1.140, -1.663], [-2.089, 1.796, -0.197], [-0.169, 3.047, -0.712], [1.519, 3.066, -0.562], [1.926, -0.010, 0.915], [2.655, 1.482, 0.488], [-2.271, 0.099, -0.618]],
  "gap_ev": 11.55,
  "total_charge": 1
}

***

Entry 10:
{
  "formula": "C3H12N3O",
  "method": "ωB97M-V with the def2-TZVPD basis set",
  "elements": ["C", "C", "C", "N", "N", "N", "O", "H", "H", "H", "H", "H", "H", "H", "H", "H", "H", "H", "H"],
  "coordinates": [[-1.064, 1.300, -0.743], [1.403, 1.272, 1.407], [-0.563, -1.441, -0.410], [-0.294, -1.804, -1.738], [-0.044, 0.464, -0.267], [0.144, 0.635, 1.089], [0.156, -2.098, 0.536], [-1.500, 0.656, -1.588], [-1.853, 1.489, -0.033], [-0.573, 2.189, -1.028], [2.070, 1.196, 0.512], [1.243, 2.358, 1.579], [2.094, 0.776, 2.233], [-1.596, -1.401, -0.151], [-0.793, -1.395, -2.492], [0.683, -2.106, -1.973], [0.202, -0.370, 1.245], [-0.633, 0.977, 1.714], [0.920, -2.696, 0.109]],
  "gap_ev": 10.05,
  "total_charge": 1
}

***

Entry 11:
{
  "formula": "C3H12N3O",
  "method": "ωB97M-V with the def2-TZVPD basis set",
  "elements": ["C", "O", "H", "H", "H", "H", "C", "C", "N", "N", "N", "H", "H", "H", "H", "H", "H", "H", "H"],
  "coordinates": [[-1.077, 1.690, -1.676], [-2.056, 1.314, -0.698], [-2.836, 1.982, -0.822], [-1.627, 1.662, -2.635], [-0.876, 2.667, -1.277], [-0.100, 1.148, -1.781], [0.043, -2.158, -0.614], [0.872, -0.315, 0.806], [-0.392, -0.073, 0.994], [1.209, -1.352, -0.024], [1.838, 0.452, 1.585], [-1.172, -0.390, 0.431], [-0.601, 0.797, 1.456], [2.153, -1.653, -0.065], [2.883, 0.517, 1.571], [1.610, 1.433, 1.666], [-0.611, -1.725, -1.338], [-0.542, -2.373, 0.340], [0.545, -3.070, -0.939]],
  "gap_ev": 11.18,
  "total_charge": 1
}

***

Entry 12:
{
  "formula": "C3H12N3OS",
  "method": "ωB97M-V with the def2-TZVPD basis set",
  "elements": ["N", "C", "N", "O", "H", "H", "H", "H", "C", "C", "S", "N", "H", "H", "H", "H", "H", "H", "H", "H"],
  "coordinates": [[2.333, 0.916, -1.235], [1.488, 0.536, -2.255], [1.293, 1.451, -3.241], [0.923, -0.561, -2.277], [2.941, 1.691, -1.462], [2.835, 0.169, -0.788], [0.501, 1.282, -3.839], [1.459, 2.422, -3.039], [-0.712, -0.475, 0.701], [-1.203, -0.904, 2.074], [-2.137, 0.388, 2.908], [0.030, -1.587, 0.007], [-0.018, 0.362, 0.772], [-1.529, -0.202, 0.044], [-0.364, -1.261, 2.673], [-1.908, -1.731, 1.981], [-1.114, 1.231, 3.112], [0.417, -1.228, -0.925], [-0.596, -2.364, -0.194], [0.805, -1.939, 0.563]],
  "gap_ev": 9.62,
  "total_charge": 1
}